# 1
The following is a quantum chemistry calculation of a structure of composition C8H7N2O5RuS, from OMol25.

Frontier orbital gap (alpha / beta)   6.077 / 6.665 eV
Relative energy (zero: lowest compared OMol25 entry of this formula, charge and spin)   6.73 kJ/mol
Multiplicity   6
HOMO (alpha / beta)   -13.1 / -17.9 eV
F_max   0.134 hartree/bohr
Charge   +2

```
24
Properties=species:S:1:pos:R:3:forces:R:3:nbo_charge:R:1
C -3.9969 0.9187 2.8492 0.136 -0.371 -0.020 -0.264
H -4.9569 -0.2861 1.3145 -0.063 -0.210 -0.092 0.284
N -3.1386 -1.0922 2.0160 -2.617 -1.299 -0.401 -0.292
H -5.0193 -1.0238 2.9311 -0.125 -0.075 -0.030 0.291
C -1.1465 -1.2733 -0.6056 -3.698 -0.254 -0.771 0.481
H -4.4494 1.0688 3.8353 0.126 0.151 0.025 0.292
C 3.3715 -1.7831 0.0102 4.052 -1.819 0.280 0.467
O 3.0157 0.8460 1.1574 -3.590 -1.060 -1.609 -0.330
H 0.4552 -1.6735 -0.5628 -0.317 0.561 0.315 0.200
C -2.0954 -0.3178 2.3777 3.290 -0.483 -1.212 -0.153
O -1.2972 2.6122 0.4126 1.806 -2.589 -0.750 -0.372
O 0.9378 0.7513 -2.9552 -0.794 -0.755 3.722 -0.331
H -4.3008 1.7495 2.2006 0.074 0.097 0.107 0.281
Ru 0.2906 -0.0306 -0.0249 0.214 -2.612 -1.982 -0.134
C -4.4062 -0.4296 2.2488 0.426 0.096 0.071 -0.264
C -0.7175 1.6286 0.2390 -3.279 3.424 1.196 0.541
H -1.9482 1.5916 3.2352 -0.412 -0.362 -0.053 0.457
N -2.5515 0.8231 2.9253 -1.536 2.459 1.349 -0.304
O -2.1740 -1.7259 -0.9243 3.049 0.850 0.720 -0.414
O 4.4497 -2.1810 0.1219 -3.947 1.451 -0.420 -0.412
C 0.6993 0.4904 -1.8565 1.310 0.949 -5.331 0.564
H -3.0368 -2.0197 1.5987 -0.239 0.317 0.190 0.458
S -0.4401 -0.7940 2.2697 0.396 -0.855 1.750 0.442
C 1.9994 0.5001 0.7218 5.739 2.390 2.947 0.511
```
Forces are in eV/Å.

=====

# 2
The following is a quantum chemistry calculation of a structure of composition C21H41O3P3Pb, from OMol25.

Frontier orbital gap (alpha / beta)   5.777 / 2.924 eV
HOMO (alpha / beta)   -19.2 / -17.1 eV
F_max   0.149 hartree/bohr
Charge   +4

```
69
Properties=species:S:1:pos:R:3:forces:R:3:nbo_charge:R:1
H -3.9468 2.9156 -0.1978 0.080 0.097 -0.235 0.271
H 4.9663 -0.0796 -0.4283 -0.052 -0.592 -0.060 0.284
H -0.9019 -2.6112 5.2189 -0.217 0.248 0.066 0.289
H -1.1161 1.7345 5.1426 -0.004 -0.592 0.020 0.277
C 2.2228 2.6917 0.6262 0.591 0.181 0.446 -0.078
H 2.2522 -4.0335 -0.6162 0.173 0.030 -0.129 0.223
C 2.9515 -1.8357 -2.3301 -1.005 1.023 0.353 -0.961
C -2.5897 -3.6036 0.1748 -0.663 -1.062 0.180 -0.232
H 1.9721 -2.3002 -2.4732 0.071 -0.201 -0.055 0.210
C -3.3503 -2.3975 -1.8174 -0.848 -0.657 -0.667 -0.199
H -0.8384 -4.8568 -0.0710 -0.167 0.098 -0.148 0.313
H -4.2729 -2.2539 0.1569 0.056 -0.035 -0.200 0.317
H 4.0226 -4.2911 -0.5893 0.073 0.488 -0.154 0.316
C 2.6794 3.4735 -1.6155 0.365 -0.185 -0.001 -0.441
C 5.0039 -1.1757 -0.2521 -0.335 0.705 0.821 -0.963
C 2.1514 2.0224 -1.6239 0.067 0.084 -0.261 -0.062
H -1.2344 4.7093 -0.8280 -0.300 -0.168 -0.445 0.277
H -2.0956 -2.6319 -3.5927 -0.291 -0.406 0.181 0.319
C 3.2014 -3.6779 -0.2018 -0.677 0.584 1.229 -0.959
C 1.6679 -0.7977 1.1625 -0.587 -0.259 -0.396 0.494
C -0.5642 -2.1434 4.2941 0.705 0.358 -0.552 -0.943
O -1.0820 2.2652 1.6187 -0.470 -3.260 -0.674 -0.472
Pb -1.2913 -1.8208 -0.8555 4.174 5.979 2.397 1.348
C -2.1242 1.8550 -3.4359 0.918 -0.419 0.347 -0.948
C -0.6875 0.7311 5.3320 0.345 0.222 -0.555 -0.942
C -2.9740 -0.6796 3.8602 0.221 0.744 -0.716 -0.942
H -0.9687 0.4013 6.3489 -0.033 -0.139 -0.563 0.293
H 1.5326 4.5943 -0.1335 0.238 -0.039 -0.011 0.211
C -3.5044 -2.7325 -0.4506 -0.782 -0.305 0.076 -0.209
O 1.8282 -0.1341 2.0451 0.335 0.328 0.590 -0.396
H 3.2768 4.5658 0.1990 -0.180 -0.078 -0.047 0.260
P 3.2964 -1.8561 -0.5201 2.702 -1.539 -1.932 1.294
H 1.4876 2.8209 1.4356 0.176 -0.161 -0.380 0.196
H 0.4111 0.8737 5.2884 -0.514 -0.230 0.092 0.270
H -4.0862 1.4816 -1.1813 -0.045 0.122 -0.171 0.217
H 2.1771 4.0908 -2.3679 0.208 -0.119 0.153 0.233
H -3.5021 -0.9168 4.7832 0.276 -0.035 0.170 0.290
H -2.6564 -3.7761 1.2479 -0.091 -0.130 -0.184 0.313
C -1.3865 -3.8828 -1.9415 -0.518 -1.094 -0.721 -0.267
H -3.9292 -1.5689 -2.2300 -0.189 -0.504 -0.146 0.302
H 2.8380 -0.8167 -2.7047 0.201 0.045 0.080 0.274
C -1.5584 -4.2081 -0.5738 -0.136 -1.021 -0.079 -0.202
H 5.3103 -1.2917 0.8093 -0.248 -0.136 -0.589 0.293
H 1.2774 1.9140 -2.2893 0.137 -0.049 0.248 0.160
P -2.0664 2.6155 -1.7539 -0.793 0.402 -0.885 1.071
H -1.9676 5.0535 -2.4359 0.020 -0.512 0.148 0.299
P -1.1472 -0.4321 3.9458 -0.651 -0.248 1.412 1.036
H -0.8940 -2.7347 3.4352 -0.139 -0.133 0.141 0.204
C -3.8347 2.5475 -1.2250 0.400 0.031 0.668 -0.945
H -1.0868 1.6643 -3.7455 -0.200 0.278 -0.120 0.250
H 3.6746 -2.3440 -2.9677 0.314 -0.217 0.414 0.312
C -1.3657 4.3280 -1.8601 0.372 -0.146 0.590 -0.954
H -3.1526 -1.4665 3.1216 0.030 -0.142 0.166 0.205
H -2.6352 2.4098 -4.2248 -0.066 0.207 0.222 0.293
H -0.4635 -4.1844 -2.4461 -0.554 -0.298 -0.132 0.311
H -4.5609 3.0663 -1.8593 0.329 0.033 -0.140 0.291
C -1.2393 1.1616 1.3188 0.450 3.246 0.547 0.434
H 3.7552 3.4764 -1.8331 -0.330 0.057 -0.074 0.239
H -2.5700 0.8560 -3.3526 -0.229 0.225 0.056 0.206
H 2.9273 1.3187 -1.9770 -0.188 0.248 0.090 0.156
H 5.7869 -1.6111 -0.9036 -0.681 -0.123 0.098 0.314
H 3.1326 -3.8394 0.8841 0.215 -0.076 -0.233 0.273
H 0.5300 -2.1784 4.2697 -0.110 0.069 0.178 0.256
O 1.7648 1.6659 -0.2874 -0.119 0.256 -0.073 -0.598
H -3.4157 0.2259 3.4241 -0.016 -0.080 0.287 0.254
C 2.4393 3.9790 -0.1837 -0.603 -0.329 0.024 -0.431
H -0.3389 4.2918 -2.2720 -0.568 -0.195 -0.032 0.268
C -2.3125 -3.0051 -2.5845 -0.310 -0.504 -0.536 -0.249
H 3.1747 2.3683 1.0901 -0.331 0.031 -0.196 0.177
```
Forces are in eV/Å.

=====

# 3
The following is a quantum chemistry calculation of the molecule C4H9NO2P2, from OMol25.

Frontier orbital gap   9.706 eV
HOMO   -9.1 eV
F_max   0.087 hartree/bohr
SMILES string   PO[C@@H]1C=NC[C@H]1OP

```
18
Properties=species:S:1:pos:R:3:forces:R:3:nbo_charge:R:1
C 0.7146 -0.4572 -0.3555 0.896 -0.848 -0.342 0.059
P -0.9234 1.1674 1.9290 1.799 -0.996 1.821 0.624
C -0.4144 -2.4360 0.1532 -2.243 2.015 3.316 0.116
H 0.4985 1.4766 1.7314 -0.846 0.758 0.194 -0.063
H 0.1537 2.1993 -2.5074 -1.167 -0.086 0.868 -0.054
O 0.8077 0.8404 -0.9346 1.520 -2.931 0.963 -0.813
P -0.4142 1.8370 -1.1641 -0.052 1.328 -2.478 0.658
N 0.4245 -2.7878 -0.6553 1.045 -2.820 -2.086 -0.380
C 0.9605 -1.7137 -1.3650 2.252 2.349 -1.867 -0.266
O -0.5459 -0.4544 1.8434 -0.906 -1.937 -3.793 -0.828
H 0.3244 2.8943 -0.6626 -0.218 1.024 0.517 -0.063
H 1.5284 -0.5501 0.4627 -1.254 0.263 -1.270 0.216
H 2.1127 -1.9421 -1.4796 -2.266 0.819 -0.256 0.216
H -1.5381 -0.5285 -0.0520 0.077 0.048 -0.363 0.226
H -0.7299 0.9516 3.3683 -0.288 1.043 -0.692 -0.028
H 0.4439 -1.5653 -2.4487 1.278 -0.313 2.545 0.219
H -0.9177 -3.1176 0.8269 -0.198 -0.107 -0.022 0.196
C -0.5833 -0.9120 0.3025 0.573 0.392 2.943 -0.034
```
Forces are in eV/Å.